[1]
The following is a quantum chemistry calculation of an isolated ion of composition C8H20N2S2 and charge +2 in a non-equilibrium geometry, from the OMol25 dataset.

Calculated values
**Total charge**: +2
**Energy above the lowest of the compared OMol25 structures with the same formula, charge and spin**: 52.2 kcal/mol
**LUMO energy (alpha / beta)**: -8.505 / -8.505 eV
**Electronic energy**: -1221.89122 a.u.
**HOMO (alpha / beta)**: -16.44 / -16.44 eV
**Orbital gap (alpha / beta)**: 0.2918 / 0.2917 Eh

XYZ file:
```
32
Properties=species:S:1:pos:R:3:forces:R:3:lowdin_charge:R:1
S 0.385 -1.712 -1.008 2.6271 -0.1673 1.6010 0.972
S -1.992 1.344 0.405 3.0331 -3.4778 0.9840 1.175
N 1.787 0.102 0.424 -0.5070 -0.7306 1.7316 -0.145
N -3.470 -0.121 -0.115 1.2198 -0.5864 0.1534 -0.345
C 2.087 -1.036 1.314 1.0868 -2.8869 1.5015 -0.027
C 0.456 -0.144 -0.110 -0.8728 -1.5888 -0.2502 -0.614
C -3.654 -1.288 0.725 1.7325 -2.5631 0.4319 -0.067
C 2.464 1.578 -1.465 2.0357 -1.1320 -0.8949 -0.025
C 4.276 0.554 0.074 -2.5372 -1.2961 -0.6016 0.009
C -0.590 0.435 0.411 -2.5066 3.5047 -0.3230 -0.363
C -4.707 0.482 -0.423 -0.3363 0.9337 0.6675 -0.073
C 2.849 0.348 -0.562 1.1967 1.1627 -2.2611 -0.363
H -4.370 -2.033 0.350 0.0226 0.5082 -0.5316 0.120
H 4.951 0.581 -0.740 0.8723 -0.4354 -0.7037 0.088
H 2.834 -0.486 -1.312 0.1655 0.2665 1.1892 0.143
H 4.342 1.492 0.518 -0.0597 1.7742 1.0179 0.078
H -4.564 1.089 -1.256 -0.1680 1.4977 -1.2131 0.098
H 3.572 1.720 -1.918 -3.0651 0.2794 0.2180 0.146
H -4.058 -0.993 1.646 -0.5046 0.6373 1.4398 0.082
H 2.255 -1.952 0.720 -0.1894 0.5466 0.0136 0.099
H -2.739 -1.953 0.960 -0.9053 1.5910 -0.6279 0.132
H 3.035 -0.899 1.817 0.1047 0.4744 -0.0548 0.098
H 1.679 1.230 -2.229 1.3574 0.9039 0.9042 0.105
H 1.405 -1.350 2.157 -0.1061 1.1626 -1.3063 0.150
H -0.621 -1.391 -1.665 -2.6254 0.8816 -1.7840 -0.169
H -5.279 -0.315 -0.682 -2.5118 -1.9615 -1.1100 0.079
H -5.175 0.941 0.410 -0.2661 0.7916 0.7969 0.114
H 1.733 0.884 1.059 -0.1357 0.8787 0.0253 0.190
H -3.127 -0.377 -1.019 0.8171 -0.5397 -0.5079 0.118
H 2.163 2.506 -0.944 0.1941 -0.5474 -0.1483 0.091
H 4.485 -0.205 0.799 0.6335 -0.3877 0.0507 0.071
H -2.415 0.967 1.659 0.1981 0.5058 -0.4083 0.032
```
Positions in Å, forces in eV/Å.

---

[2]
The following is a quantum chemistry calculation of a 2-piece molecular cluster, C8H20NPS overall in a non-equilibrium geometry, from the OMol25 dataset.

Calculated values
**Total charge**: 0
**Energy above the lowest of the compared OMol25 structures with the same formula, charge and spin**: 102.0 kcal/mol
**LUMO energy (alpha / beta)**: -2.962 / -2.594 eV
**Electronic energy**: -1110.93172 a.u.
**HOMO (alpha / beta)**: -7.99 / -8.15 eV
**Orbital gap (alpha / beta)**: 0.1849 / 0.2041 Eh

XYZ file:
```
31
Properties=species:S:1:pos:R:3:forces:R:3:lowdin_charge:R:1
S -3.753 0.651 -1.355 -0.2231 0.0473 -0.1978 0.227
P -0.126 0.569 0.947 0.9006 0.1012 0.0250 0.999
N -1.718 1.063 0.927 -1.5773 3.6835 -0.2084 -0.254
C -1.226 -1.711 -0.192 -2.8548 0.2487 2.8774 -0.113
C 0.309 2.829 -0.595 -1.5730 0.3761 -0.7954 -0.145
C -0.091 0.848 -2.045 -2.1582 0.1009 0.4154 -0.112
C 0.539 1.297 -0.747 1.8500 -0.4287 1.0645 -0.680
C 2.109 1.037 -0.698 -2.1067 -1.3645 -1.2863 -0.099
C -0.386 -1.334 1.019 -0.2212 1.1550 1.0575 -0.705
C 0.966 -2.019 1.085 -0.1952 -0.7220 -1.0808 -0.116
C -1.122 -1.666 2.380 -1.5972 -2.1290 -4.3201 -0.083
H -1.812 2.174 0.884 0.4425 -3.2001 0.5633 0.094
H -0.637 -1.451 3.276 0.7509 0.6554 1.3178 0.049
H -2.154 -1.334 2.244 0.1229 0.4484 0.8250 0.066
H 0.563 3.355 -1.561 0.4196 -0.5096 1.0574 0.088
H 0.408 0.069 -2.603 0.5238 -0.0985 0.0171 0.074
H -0.829 3.007 -0.607 1.5452 -0.0658 0.4601 0.078
H 0.929 -3.172 1.231 -0.0289 1.8612 -1.1278 0.125
H -0.101 1.808 -2.595 -0.5403 -0.9860 -0.6320 0.075
H -1.169 0.412 -1.880 1.6280 1.2894 -0.4597 0.024
H -2.355 0.813 0.147 0.2812 -0.3962 0.1615 -0.189
H 2.293 -0.051 -0.666 0.0007 0.4099 -0.2850 0.053
H -1.460 -2.751 -0.110 -0.1721 -0.9540 -0.2337 0.075
H 1.517 -1.540 0.259 0.3460 -1.5148 -0.1737 0.050
H 2.636 1.438 -1.571 -0.0621 0.2364 0.3918 0.086
H -1.238 -2.790 2.228 0.2605 1.0077 0.7982 0.098
H 0.804 3.315 0.282 -0.5027 -0.4885 -0.7409 0.086
H -2.271 -1.191 -0.173 1.8390 -0.8218 -0.0035 0.040
H 2.397 1.388 0.242 1.1242 0.9721 1.2615 0.032
H -0.791 -1.504 -1.095 1.2599 0.3993 -2.1823 0.027
H 1.515 -1.713 1.928 0.5181 0.6871 1.4338 0.049
```
Positions in Å, forces in eV/Å.

---

[3]
The following is a quantum chemistry calculation of C8H21MnNOP2S as an isolated structure in a non-equilibrium geometry, from the OMol25 dataset.

Calculated values
**Total charge**: +1
**Expectation value of S²**: 6.1808
**Energy above the lowest of the compared OMol25 structures with the same formula, charge and spin**: 53.7 kcal/mol
**LUMO energy (alpha / beta)**: -3.109 / -3.915 eV
**Electronic energy**: -2678.84200 a.u.
**HOMO (alpha / beta)**: -10.45 / -10.70 eV
**Orbital gap (alpha / beta)**: 0.2698 / 0.2494 Eh
**2S+1**: 5

XYZ file:
```
35
Properties=species:S:1:pos:R:3:forces:R:3:mulliken_spin:R:1
Mn 1.401 0.770 0.507 1.4162 -1.5490 0.7677 3.978
S 2.076 0.669 -1.509 1.2964 1.0070 -0.9736 0.079
P -2.113 2.008 -2.828 0.3707 1.5883 -0.2505 0.003
P 1.830 -1.653 2.274 0.0692 -2.1665 1.2225 0.097
O -0.854 1.787 2.047 3.6335 -1.7601 -1.2626 -0.004
N 3.428 2.825 0.006 -1.4752 -2.1260 -0.4959 0.221
C -2.444 1.265 -4.413 -0.0161 -0.2908 -0.3875 0.000
C 1.519 -1.908 4.124 0.0601 -0.5471 -0.3532 -0.007
C 0.335 -2.760 1.844 -0.7086 -0.2638 -0.1280 0.043
C -1.829 0.740 -1.607 0.5390 -0.7689 0.8916 0.020
C 0.168 1.354 1.604 -6.6675 3.4973 3.4630 -0.230
C -3.431 3.100 -2.230 -0.3087 0.1920 0.0614 0.001
C 3.189 -2.638 1.559 -0.4058 -0.3193 -0.6030 -0.004
C 2.806 1.912 -0.428 1.8303 1.9074 -1.5544 -0.120
H 2.989 -0.959 2.884 -0.6772 2.3123 -1.4667 0.065
H 3.731 -3.131 2.363 -0.0471 -0.0970 0.0381 0.004
H 3.875 -1.949 1.060 -0.0957 -0.0602 0.0731 -0.001
H 0.745 -1.184 4.409 0.1511 -0.1713 0.1492 0.003
H -2.565 0.186 -4.309 -0.1377 0.0934 -0.0625 0.000
H -1.101 2.982 -3.216 -0.2219 -1.1732 1.0265 0.000
H 0.424 -3.262 0.871 0.3147 0.2777 0.0364 0.001
H 0.177 -3.554 2.597 0.2707 0.3366 -0.3113 -0.002
H -4.369 2.842 -2.745 0.2123 0.1073 0.3030 0.000
H -1.608 1.460 -5.094 -0.2004 -0.0545 0.1946 0.000
H 1.184 -2.935 4.336 -0.0510 0.4795 0.1064 -0.002
H -2.684 0.042 -1.582 0.0521 0.4687 -0.3301 0.003
H -1.720 1.112 -0.580 -0.0735 0.3419 -0.3735 -0.011
H -0.618 -2.213 1.796 0.2966 0.2025 0.1597 0.000
H 2.816 -3.352 0.829 0.1821 -0.2706 0.0782 0.000
H 1.214 -0.851 0.949 1.1102 -0.7615 1.2865 -0.134
H -3.345 1.713 -4.826 -0.0777 -0.0934 -0.1435 0.000
H 2.459 -1.693 4.669 -0.5195 0.0419 -0.2637 -0.002
H -0.940 0.121 -1.780 -0.0883 0.3014 -0.3451 -0.001
H -3.184 4.158 -2.445 -0.0989 -0.6421 0.0184 0.000
H -3.561 2.996 -1.136 0.0655 -0.0400 -0.5713 0.000
```
Positions in Å, forces in eV/Å.

---

[4]
The following is a quantum chemistry calculation of C8H22AsF8N3NiO6S2 as an isolated structure in a non-equilibrium geometry, from the OMol25 dataset.

Calculated values
**Total charge**: 0
**Expectation value of S²**: 2.0136
**Energy above the lowest of the compared OMol25 structures with the same formula, charge and spin**: 299.3 kcal/mol
**LUMO energy (alpha / beta)**: -2.543 / -6.865 eV
**Electronic energy**: -6272.81310 a.u.
**HOMO (alpha / beta)**: -10.67 / -10.67 eV
**Orbital gap (alpha / beta)**: 0.2986 / 0.1398 Eh
**2S+1**: 3

XYZ file:
```
51
Properties=species:S:1:pos:R:3:forces:R:3:mulliken_spin:R:1
As 3.082 -1.074 -4.766 -1.2379 1.2084 -0.4199 0.000
Ni -0.406 0.092 0.341 0.4116 -0.2631 -0.8688 0.997
S -3.412 0.193 4.115 -4.3226 -5.7085 3.1669 -0.036
S -2.438 2.369 3.931 -0.8276 8.8629 1.8269 -0.092
F 1.989 -2.397 -5.260 0.8963 0.6230 1.1343 0.000
F 2.482 -0.979 -3.078 -0.1061 -0.4431 -0.9375 0.000
F 3.719 -1.157 -6.393 -0.1712 0.2786 0.6442 0.000
F -2.752 -1.271 3.827 -0.1151 2.2752 -0.0096 -0.001
F 4.388 -2.061 -4.167 -0.6459 -0.1331 -0.3326 0.000
F -2.165 3.496 2.857 0.4931 -0.9841 0.1517 -0.001
F 1.723 0.059 -5.242 1.1660 -1.0621 0.3589 0.000
F 4.027 0.364 -4.426 -0.1212 -0.4114 -0.1898 0.000
O -1.298 2.410 4.811 -0.6552 -0.6956 -0.5050 0.306
O -3.738 2.845 4.424 2.3683 -1.9373 -0.7898 0.177
O -4.776 0.040 3.599 3.4373 1.2199 -0.0802 0.074
O -2.151 -2.109 -1.005 -0.4097 3.3777 -0.7407 -0.001
O 2.170 1.859 1.241 0.7785 1.2275 -0.1388 0.001
O -3.351 0.330 5.598 1.2648 0.3183 -4.4556 0.015
N -1.958 0.449 -2.223 2.1593 1.6819 0.1157 0.002
N -2.373 1.133 3.043 -1.5838 -3.3614 0.6304 0.557
N 2.261 -0.851 1.921 -3.1415 0.3246 1.3174 0.003
C 3.400 1.303 1.692 -0.4446 -1.7313 -0.5648 0.001
C 3.092 0.115 2.599 3.6751 0.3089 -1.2737 -0.001
C 2.438 3.145 0.690 1.0613 0.9888 -0.0996 0.000
C -4.267 0.444 -3.065 0.7007 -1.4423 -0.1981 0.000
C -3.268 -0.092 -2.002 -0.3573 0.9708 -0.1192 -0.003
C -3.034 -1.566 -2.039 -1.0175 -2.1946 0.8072 0.003
C -2.024 -3.484 -0.998 0.0387 -0.6756 1.1698 0.000
C 4.466 -0.566 2.939 -0.4528 0.8266 0.7790 0.000
H 3.472 3.489 0.658 0.9251 -0.8856 1.0360 0.000
H -0.994 -3.694 -1.287 -0.3412 -0.7985 -0.4874 0.000
H 4.888 -1.193 2.153 -0.3061 0.2284 -0.2686 0.000
H 4.083 2.014 2.157 -0.3261 0.2011 0.1650 0.000
H -2.719 -1.838 -3.047 0.3374 -0.2513 -0.0284 0.000
H -4.423 1.522 -3.121 -0.0513 -0.0540 0.8033 0.000
H -5.193 -0.126 -2.995 -0.2084 0.3498 -0.1453 0.000
H 3.891 0.861 0.825 0.3974 0.2245 -0.2763 0.000
H -2.855 -4.008 -1.470 0.3921 -0.0001 -0.8783 0.000
H -2.178 -3.787 0.038 0.4143 -0.1576 0.3058 0.000
H 4.379 -1.186 3.831 -0.0868 -0.0654 0.0142 0.000
H -1.940 1.362 -2.654 -0.8270 1.4707 1.2471 0.000
H 1.804 -1.153 2.770 -0.9881 -1.0557 -0.4072 0.000
H -3.643 0.177 -1.014 0.2072 0.1579 0.2090 -0.001
H -1.557 0.140 -3.097 0.4598 -2.0565 -0.0478 0.000
H 2.415 3.250 -0.395 -1.8308 -0.3034 -0.1699 0.000
H -3.795 0.228 -4.023 -0.2114 -0.2913 -0.3044 0.000
H 2.598 -1.697 1.484 1.0388 0.4062 -0.0426 0.000
H 2.661 0.556 3.498 -0.5374 -0.6302 0.0789 -0.001
H 5.182 0.221 3.177 0.2335 -0.0828 0.0304 0.000
H 2.048 3.930 1.338 -0.9896 0.0029 -0.5932 0.000
H -3.948 -2.105 -1.791 -0.5423 0.1414 -0.6185 0.000
```
Positions in Å, forces in eV/Å.

---

[5]
The following is a quantum chemistry calculation of C8H22CdF2N2O2 as an isolated structure in a non-equilibrium geometry, from the OMol25 dataset.

Calculated values
**Total charge**: 0
**Energy above the lowest of the compared OMol25 structures with the same formula, charge and spin**: 47.8 kcal/mol
**LUMO energy**: 0.451 eV
**Electronic energy**: -945.38261 a.u.
**HOMO**: -8.30 eV
**Orbital gap**: 0.3217 Eh

XYZ file:
```
37
Properties=species:S:1:pos:R:3:forces:R:3:lowdin_charge:R:1
Cd -0.376 -0.887 0.595 -0.5306 -2.5806 -0.1738 1.319
F -2.134 -1.912 0.354 -1.5639 -0.5287 -0.5593 -0.664
F 0.523 -2.060 1.984 1.2288 -0.6607 1.1104 -0.649
O 0.369 -1.721 -1.139 -0.0262 -1.7241 -2.1270 -0.325
O 1.297 0.540 0.590 3.6403 1.5043 0.0454 -0.301
N -1.121 0.319 2.019 -0.6989 3.0296 2.5056 -0.058
N -1.271 0.481 -1.003 -0.9349 1.3803 0.6235 -0.012
C 2.717 0.214 0.392 -1.0071 -1.3316 0.2346 -0.054
C 1.189 1.070 1.918 0.1982 -0.1691 -0.2599 -0.218
C -1.533 0.510 -3.345 -1.9824 -0.1236 -2.3481 -0.076
C -0.580 2.348 3.311 0.9388 0.1023 -0.6428 -0.038
C -1.319 -0.355 -2.168 0.7882 0.6993 -0.0480 -0.459
C -0.001 -1.020 -2.318 1.4768 -1.3590 -0.0376 -0.179
C 1.071 -2.924 -1.262 1.1817 -1.2524 -0.0850 -0.096
C -0.233 1.503 2.059 -1.4499 0.7540 1.1957 -0.413
H 0.885 -0.391 -2.408 -0.4657 1.0353 -0.8519 0.139
H -1.592 2.116 3.643 0.1187 0.1478 0.0633 0.079
H 3.390 1.070 0.449 -0.3347 0.1925 -0.3583 0.092
H 1.908 1.873 2.080 -0.1024 0.3500 -0.1811 0.132
H -0.934 1.405 -1.233 0.3660 0.1246 -0.1363 0.091
H 3.021 -0.508 1.150 -0.1139 0.1535 0.5213 0.093
H -0.040 -1.681 -3.183 0.0971 -0.2323 0.0392 0.135
H -2.055 0.687 1.908 -0.3489 -0.3585 0.0129 0.094
H -0.522 2.160 1.239 0.2782 -0.3365 -0.4776 0.127
H 2.811 -0.412 -0.495 -0.1086 0.7176 -0.4639 0.077
H -2.585 0.793 -3.309 -0.0198 0.7712 0.1436 0.088
H -1.566 -0.045 -4.283 0.4644 -0.3411 -0.1633 0.084
H 0.139 2.193 4.114 -0.1525 -0.0254 0.1680 0.081
H -2.222 0.631 -0.698 -0.2181 -0.1267 0.3125 0.092
H 1.471 0.263 2.594 -0.3142 -0.1544 0.3610 0.125
H 0.651 -3.753 -0.692 -0.1821 0.5786 0.6780 0.102
H 1.161 -3.395 -2.240 -0.5129 0.7811 -0.7077 0.087
H -1.061 -0.076 2.946 -0.1879 -0.6441 0.1154 0.100
H -0.519 3.383 2.974 -0.1048 0.2032 0.5381 0.076
H 2.110 -2.744 -0.983 0.0581 -0.1588 0.4199 0.085
H -0.904 1.378 -3.544 0.1978 -0.0717 0.6293 0.092
H -2.143 -1.051 -2.016 0.3273 -0.3459 -0.0959 0.152
```
Positions in Å, forces in eV/Å.

---

[6]
The following is a quantum chemistry calculation of C8H22ClN2O2Ti2 as an isolated structure in a non-equilibrium geometry, from the OMol25 dataset.

Calculated values
**Total charge**: 0
**Expectation value of S²**: 15.7527
**Energy above the lowest of the compared OMol25 structures with the same formula, charge and spin**: 25.4 kcal/mol
**LUMO energy (alpha / beta)**: -0.447 / -0.254 eV
**Electronic energy**: -2736.76830 a.u.
**HOMO (alpha / beta)**: -5.80 / -8.86 eV
**Orbital gap (alpha / beta)**: 0.1969 / 0.3161 Eh
**2S+1**: 8

XYZ file:
```
37
Properties=species:S:1:pos:R:3:forces:R:3:mulliken_spin:R:1
Ti 0.710 -6.522 2.435 -0.2810 1.0098 0.1244 3.688
Ti 0.206 -3.377 4.167 -0.0107 -0.7183 -1.0552 3.405
Cl -0.248 -3.999 1.656 0.3218 -0.7115 0.9866 -0.080
O -2.217 2.547 1.040 1.4482 -1.3278 -0.5545 0.000
O 1.499 -1.180 -1.277 -0.4606 0.3695 -0.4810 0.001
N -0.522 -0.909 1.474 0.6516 1.9129 -0.6581 -0.003
N 2.143 1.012 0.097 -0.5038 0.8222 -0.7832 0.000
C -1.215 1.585 1.450 1.1447 0.2413 -1.0717 -0.007
C 1.099 0.059 -1.851 0.1881 -1.6309 0.7264 -0.001
C -2.794 -0.358 1.555 -2.6893 0.3789 1.1595 0.009
C 0.639 -2.276 -1.489 0.3414 0.2222 0.2810 -0.003
C 3.449 1.036 -2.010 0.5920 -0.9419 -1.2686 0.000
C 2.078 1.071 -1.408 1.1445 0.9150 1.9696 0.000
C -1.486 0.157 1.051 -1.0085 -2.2440 0.4539 0.001
C -2.265 2.683 -0.421 -1.5151 0.6445 1.7599 0.000
H -0.195 -2.352 -0.791 -0.0985 0.4347 0.2368 0.002
H -2.927 -1.439 1.554 0.1795 -0.0563 -0.8265 0.011
H 1.273 -3.133 -1.262 -0.2495 -0.2835 -0.5387 0.004
H 0.210 -2.240 -2.490 0.2076 -0.4231 -0.3190 0.000
H -1.559 0.059 -0.032 0.3705 0.3134 -0.2138 0.001
H 1.364 1.564 0.428 -0.4037 -0.3190 0.2241 0.001
H -0.450 -0.899 2.482 -0.0871 -0.0880 0.2249 -0.014
H 4.109 0.178 -1.878 -0.5417 -0.4718 0.6831 0.000
H -1.330 2.900 -0.938 0.2683 -0.2099 0.3832 0.000
H -0.903 1.669 2.491 -0.8734 0.2246 0.3039 0.002
H -2.923 3.551 -0.454 0.1436 0.1110 -0.6746 0.000
H 2.904 1.549 0.488 0.6540 -0.0032 -0.4695 0.000
H -3.689 0.118 1.154 -0.0235 -0.0609 -0.7690 -0.001
H -2.822 1.860 -0.868 0.3235 -0.2214 -0.0896 0.000
H 4.109 1.873 -1.783 -0.5208 0.4217 -0.1284 0.000
H -0.287 1.810 0.924 0.0753 0.4717 -0.1217 0.000
H 1.046 -0.009 -2.937 -0.0540 -0.0164 -0.2804 0.000
H 3.200 0.959 -3.068 0.6324 0.5743 -0.4526 0.000
H 1.643 1.984 -1.813 -0.0386 0.6852 0.3564 0.000
H -0.957 -1.775 1.188 0.3145 -0.1038 0.2300 -0.018
H -3.035 -0.174 2.602 0.8515 0.4287 0.6037 0.001
H 0.144 0.416 -1.466 -0.4929 -0.3500 0.0488 0.000
```
Positions in Å, forces in eV/Å.